Formula: C10H20BEuN6O4S2Se
Source: the OMol25 dataset
Level of theory: ωB97M-V with the def2-TZVPD basis set

Structure (XYZ):
```
45
Properties=species:S:1:pos:R:3:mulliken_spin:R:1
Eu 0.42 -0.19 -0.24 6.980
N 0.92 2.60 0.14 0.003
C -0.13 3.58 0.35 -0.001
C -1.38 3.17 -0.41 0.001
N -1.75 1.80 -0.10 0.001
H 1.78 2.79 0.62 0.000
H 1.16 2.54 -0.85 0.000
H 0.15 4.60 0.03 0.000
H -0.36 3.64 1.42 0.000
H -1.17 3.22 -1.49 0.000
H -2.17 3.91 -0.21 0.000
H -2.47 1.40 -0.69 -0.001
H -2.08 1.70 0.85 0.001
C 1.66 -2.18 3.01 -0.002
N 0.52 -2.98 2.60 0.001
C -0.47 -3.46 3.44 0.001
C -1.32 -4.15 2.64 -0.001
N -0.86 -4.10 1.35 -0.003
B -1.65 -4.76 0.17 0.005
N -1.75 -3.82 -1.07 -0.003
C -1.51 -4.28 -2.34 0.000
C -1.65 -3.26 -3.21 0.002
N -1.96 -2.15 -2.44 0.004
C -2.25 -0.84 -2.99 -0.004
C -2.03 -2.50 -1.13 0.006
S -2.37 -1.44 0.15 0.000
C 0.28 -3.36 1.32 0.007
S 1.27 -2.97 0.00 -0.004
H 1.70 -2.19 4.10 0.000
H 1.58 -1.16 2.65 0.006
H 2.58 -2.60 2.59 0.001
H -0.46 -3.26 4.49 0.000
H -2.23 -4.66 2.88 0.000
H -1.09 -5.76 -0.22 0.000
H -2.75 -5.01 0.62 0.000
H -1.22 -5.30 -2.50 0.000
H -1.51 -3.19 -4.27 0.000
H -2.41 -0.95 -4.06 -0.001
H -1.40 -0.16 -2.84 0.002
H -3.14 -0.43 -2.52 0.001
O 0.87 0.52 -2.28 -0.005
Se 2.52 0.28 -2.02 0.006
O 3.31 1.61 -2.59 0.000
O 2.63 0.27 -0.36 -0.005
O 2.97 -1.16 -2.65 0.001
```

LUMO level (spin up / spin down) (eV): 2.32 / 2.29
Relative energy (zero: lowest compared OMol25 entry of this formula, charge and spin) (eV): 0.779
Total charge: -1
<S²>: 15.760
2S+1: 8

***

Formula: C22H21ClF3N5O2
Source: the OMol25 dataset
Level of theory: ωB97M-V with the def2-TZVPD basis set

Structure (XYZ):
```
54
Properties=species:S:1:pos:R:3:nbo_charge:R:1
O -2.43 0.30 2.55 -0.626
C -1.82 0.95 1.73 0.690
C -2.08 0.80 0.29 -0.329
C -3.37 0.72 -0.28 0.036
N -3.32 0.44 -1.56 -0.280
N -2.02 0.31 -1.85 -0.207
C -1.23 0.51 -0.77 0.388
N 0.14 0.44 -0.86 -0.631
C 0.65 -0.35 -1.96 -0.084
C 0.45 -1.82 -1.74 0.252
C 1.07 -2.91 -2.27 -0.301
C 0.45 -4.04 -1.67 -0.314
C -0.49 -3.55 -0.83 0.090
O -0.50 -2.21 -0.86 -0.411
C -0.04 0.14 -3.25 -0.393
C -1.55 -0.09 -3.15 -0.121
C -2.27 0.73 -4.24 0.980
F -3.55 0.43 -4.38 -0.303
F -2.18 2.04 -4.01 -0.323
F -1.69 0.51 -5.44 -0.332
N -0.88 1.86 2.13 -0.440
C -0.15 2.79 1.30 -0.232
C 1.38 2.56 1.48 -0.227
N 1.63 1.54 2.47 -0.451
C 1.74 0.21 2.07 0.267
C 1.05 -0.84 2.68 -0.295
C 1.24 -2.14 2.26 -0.163
C 2.11 -2.45 1.22 -0.278
C 2.80 -1.41 0.62 -0.005
Cl 3.90 -1.75 -0.67 0.001
C 2.63 -0.10 1.03 -0.344
C 0.97 1.86 3.71 -0.229
C -0.57 1.98 3.53 -0.254
H -4.31 0.87 0.21 0.217
H 0.59 0.23 0.02 0.416
H 1.73 -0.15 -2.05 0.237
H 1.87 -2.92 -2.98 0.233
H 0.69 -5.07 -1.85 0.232
H -1.19 -4.03 -0.17 0.211
H 0.15 1.20 -3.36 0.231
H 0.36 -0.39 -4.11 0.240
H -1.81 -1.15 -3.33 0.232
H -0.42 3.81 1.61 0.189
H -0.45 2.67 0.26 0.236
H 1.82 2.27 0.53 0.216
H 1.86 3.49 1.81 0.199
H 0.34 -0.65 3.47 0.227
H 0.69 -2.93 2.74 0.223
H 2.24 -3.46 0.89 0.236
H 3.22 0.68 0.56 0.233
H 1.22 1.11 4.46 0.218
H 1.38 2.82 4.05 0.200
H -0.92 2.95 3.90 0.192
H -1.11 1.19 4.05 0.251
```

LUMO level (eV): 0.52
2S+1: 1
SMILES: O=C(c1cnn2c1N[C@@H](c1ccco1)C[C@@H]2C(F)(F)F)N1CCN(c2cccc(Cl)c2)CC1

***

Formula: C3H4LiMnO4
Source: the OMol25 dataset
Level of theory: ωB97M-V with the def2-TZVPD basis set

Structure (XYZ):
```
13
Properties=species:S:1:pos:R:3:mulliken_spin:R:1
O 0.25 -0.38 -0.60 0.017
C 1.52 -0.57 0.01 0.012
C -0.83 -0.02 0.03 0.005
O 1.84 -1.74 0.09 0.017
O 2.10 0.48 0.37 -0.114
C -1.89 0.69 -0.67 0.001
Li 3.09 -3.03 0.45 0.001
H -2.74 0.02 -0.84 0.000
H -1.51 1.01 -1.65 -0.002
Mn 2.96 2.01 -0.48 6.063
O -0.88 0.27 1.29 -0.001
H -1.72 -0.08 1.69 0.000
H -2.20 1.34 0.31 0.000
```

LUMO level (spin up / spin down) (eV): -8.47 / -8.49
Relative energy (zero: lowest compared OMol25 entry of this formula, charge and spin) (eV): 0.000
Total charge: +2
<S²>: 12.001
2S+1: 7

***

Formula: C4H6N2O2
Source: the OMol25 dataset
Level of theory: ωB97M-V with the def2-TZVPD basis set

Structure (XYZ):
```
14
Properties=species:S:1:pos:R:3:nbo_charge:R:1
C 0.18 -0.68 0.16 0.519
C -1.03 0.87 1.26 0.684
N 1.52 -0.62 -0.14 -0.828
C -0.21 -0.15 1.48 -0.588
C -0.83 0.70 -0.81 -0.051
O -0.48 -1.80 -0.26 -0.673
N -0.21 1.49 -1.57 -0.589
O -1.84 1.70 1.51 -0.470
H 0.04 -2.31 -0.90 0.482
H 1.82 -0.89 -1.07 0.383
H 2.01 0.17 0.24 0.402
H 0.73 1.69 -1.23 0.318
H 0.15 -0.54 2.43 0.239
H -1.84 0.38 -1.10 0.174
```

LUMO level (eV): -0.17
Relative energy (zero: lowest compared OMol25 entry of this formula, charge and spin) (eV): 4.194
2S+1: 1

***

Formula: C3H11NO2S
Source: the OMol25 dataset
Level of theory: ωB97M-V with the def2-TZVPD basis set

Structure (XYZ):
```
18
Properties=species:S:1:pos:R:3:nbo_charge:R:1
O -1.92 -1.48 0.37 -0.754
C -0.78 -2.11 0.94 0.091
N 0.50 -1.49 0.62 -0.632
C 0.53 -0.03 0.51 -0.236
C 1.81 0.34 -0.22 -0.512
S 1.94 2.10 -0.66 -0.035
H -2.10 -1.76 -0.53 0.483
H -0.95 -2.02 2.01 0.167
H -0.67 -3.14 0.63 0.166
H 0.81 -1.90 -0.25 0.342
H -0.34 0.34 -0.01 0.185
H 0.61 0.35 1.53 0.191
H 2.67 0.07 0.37 0.220
H 1.84 -0.19 -1.17 0.211
H 1.82 2.58 0.59 0.117
O -3.48 0.48 -0.60 -0.961
H -3.23 1.24 -1.13 0.467
H -2.77 0.28 0.03 0.490
```

LUMO level (eV): 0.63
Relative energy (zero: lowest compared OMol25 entry of this formula, charge and spin) (eV): 0.251
2S+1: 1
SMILES: OCNCCS.O

***

Formula: C7H17P
Source: the OMol25 dataset
Level of theory: ωB97M-V with the def2-TZVPD basis set

Structure (XYZ):
```
25
Properties=species:S:1:pos:R:3:nbo_charge:R:1
C -0.50 -2.42 0.04 -0.874
C 0.36 1.66 0.53 -0.621
C -1.87 0.64 0.06 -0.620
C -0.62 -0.02 2.13 -0.617
C 2.01 -1.20 0.24 -0.944
C 0.55 0.89 -3.07 -0.560
C -0.49 0.40 0.67 -0.293
P 0.29 -0.96 -0.37 0.994
H -1.58 -2.46 -0.08 0.208
H 0.01 -3.34 -0.22 0.212
H -0.14 2.51 0.98 0.211
H 1.33 1.53 1.02 0.208
H 0.53 1.87 -0.53 0.221
H -2.34 1.52 0.51 0.210
H -2.52 -0.21 0.23 0.211
H -1.78 0.80 -1.01 0.219
H -1.20 0.72 2.67 0.206
H -1.12 -0.98 2.21 0.223
H 0.36 -0.09 2.61 0.205
H 2.00 -1.36 1.32 0.227
H 2.41 -2.08 -0.25 0.241
H 2.62 -0.34 -0.01 0.234
H 1.60 1.10 -3.03 0.165
H 0.23 0.11 -3.73 0.171
H -0.14 1.70 -2.90 0.162
```

LUMO level (spin up / spin down) (eV): 0.41 / 0.04
Relative energy (zero: lowest compared OMol25 entry of this formula, charge and spin) (eV): 3.440
2S+1: 1

***

Formula: C21H31ClCoN2O5S
Source: the OMol25 dataset
Level of theory: ωB97M-V with the def2-TZVPD basis set

Structure (XYZ):
```
62
Properties=species:S:1:pos:R:3:mulliken_spin:R:1
Co -0.08 -0.15 0.19 2.665
Cl -1.77 0.15 1.70 0.056
N 0.13 1.90 -0.08 -0.019
N 0.03 -2.14 0.15 -0.018
C -0.82 2.70 -0.53 0.011
C -0.80 -2.99 -0.43 -0.006
C 1.12 2.75 0.63 -0.019
C 0.38 4.07 0.79 -0.002
C 2.34 2.89 -0.26 -0.001
C 1.51 2.15 1.94 0.037
H 2.04 2.94 -1.32 0.000
H 3.01 2.03 -0.12 0.002
H 2.88 3.81 0.00 0.000
H 0.67 2.27 2.64 0.031
H 2.39 2.62 2.39 -0.003
H 1.71 1.06 1.81 -0.018
C 0.83 -2.93 1.15 -0.035
C 0.64 -4.35 0.67 0.000
C 0.26 -2.80 2.54 0.067
C 2.29 -2.47 1.10 -0.008
H 2.64 -2.50 0.06 0.000
H 2.89 -3.15 1.72 -0.007
H 2.35 -1.45 1.50 0.019
H -0.81 -3.06 2.58 -0.002
H 0.33 -1.75 2.81 -0.018
H 0.84 -3.38 3.27 0.001
O -0.57 -4.28 -0.18 0.001
H 0.46 -5.10 1.45 0.000
H 1.46 -4.68 0.01 0.001
O -0.69 3.98 -0.21 0.004
H 0.98 4.96 0.59 0.000
H -0.13 4.17 1.77 0.006
C -1.99 2.31 -1.38 0.021
C -1.92 -2.67 -1.37 0.006
C -1.62 -1.40 -2.11 -0.059
H -2.81 -2.54 -0.73 -0.001
H -2.05 -3.53 -2.03 0.000
C -2.01 -0.18 -1.53 0.091
C -1.66 1.05 -2.12 -0.077
H -2.63 -0.19 -0.62 0.021
C -1.01 1.06 -3.35 -0.003
C -0.67 -0.16 -3.94 0.012
C -0.56 2.35 -3.99 0.001
C -0.95 -1.39 -3.34 0.014
H -0.13 -0.16 -4.89 0.001
C -0.44 -2.66 -3.95 -0.001
H -0.02 -2.45 -4.95 0.000
H -1.23 -3.42 -4.06 -0.001
H 0.37 -3.10 -3.34 0.000
H -1.38 3.08 -4.06 -0.001
H -0.18 2.15 -5.00 0.000
H 0.26 2.81 -3.40 0.000
H -2.23 3.16 -2.04 0.001
H -2.82 2.14 -0.68 0.000
C -0.83 1.50 4.40 0.208
S 0.48 0.26 3.98 0.216
O 1.83 0.81 4.07 0.073
O 0.11 -0.99 4.64 0.104
O 0.78 -0.23 1.89 0.644
H -0.30 2.15 5.09 0.018
H -1.60 0.93 4.92 -0.008
H -1.28 2.07 3.58 -0.022
```

LUMO level (spin up / spin down) (eV): 2.53 / 2.52
Relative energy (zero: lowest compared OMol25 entry of this formula, charge and spin) (eV): 4.088
Total charge: -1
<S²>: 6.031
2S+1: 5

***

Formula: C6H12NO3
Source: the OMol25 dataset
Level of theory: ωB97M-V with the def2-TZVPD basis set

Structure (XYZ):
```
22
Properties=species:S:1:pos:R:3:nbo_charge:R:1
C 1.82 0.43 0.79 -0.419
C 1.16 1.71 0.16 -0.253
C 0.69 -0.73 0.59 -0.278
C -0.52 0.14 0.27 0.449
C 1.08 -1.70 -0.59 -0.599
C -2.00 -0.97 -0.71 -0.126
N -0.05 1.23 -0.60 -0.208
O -1.06 2.17 -0.82 -0.598
O -1.26 0.56 1.28 -0.914
O -3.03 -0.83 0.09 -0.786
H 2.74 0.19 0.22 0.190
H 2.07 0.65 1.83 0.209
H 0.70 2.35 0.88 0.181
H 1.86 2.29 -0.45 0.175
H 0.32 -1.42 1.44 0.223
H 1.36 -1.04 -1.46 0.205
H 0.33 -2.35 -0.92 0.211
H 1.92 -2.41 -0.25 0.174
H -1.75 -2.07 -0.91 0.097
H -2.09 -0.46 -1.69 0.116
H -1.56 2.39 0.01 0.457
H -2.74 -0.13 0.84 0.494
```

LUMO level (eV): 3.97
Relative energy (zero: lowest compared OMol25 entry of this formula, charge and spin) (eV): 5.699
Total charge: -1
2S+1: 1

***

Formula: C2H4N2O4
Source: the OMol25 dataset
Level of theory: ωB97M-V with the def2-TZVPD basis set

Structure (XYZ):
```
12
Properties=species:S:1:pos:R:3:nbo_charge:R:1
C -2.32 -2.68 -1.44 1.025
C -0.18 0.99 0.65 0.193
N -0.40 1.36 -0.55 0.270
N -0.15 -0.27 1.13 -0.824
O -1.34 -3.20 -1.11 -0.525
O -3.31 -2.27 -1.84 -0.500
O -0.65 2.49 -1.02 -0.572
O -0.90 0.35 -1.39 -0.616
H -0.17 2.05 1.45 0.232
H -0.96 0.64 -2.30 0.499
H -0.43 -0.98 0.58 0.399
H -0.01 -0.53 2.17 0.419
```

LUMO level (eV): 0.32
Relative energy (zero: lowest compared OMol25 entry of this formula, charge and spin) (eV): 3.271
2S+1: 1

***

Formula: C5H7ClN2
Source: the OMol25 dataset
Level of theory: ωB97M-V with the def2-TZVPD basis set

Structure (XYZ):
```
15
Properties=species:S:1:pos:R:3:nbo_charge:R:1
H -2.39 -2.12 -1.04 0.343
N -1.39 -2.18 -1.31 -0.701
C -0.71 -1.26 -0.80 0.449
C -0.97 -0.08 0.16 -0.506
C 0.42 0.56 0.40 -0.106
C 0.48 1.89 0.99 -0.368
Cl 2.13 2.61 1.03 -0.071
C 1.34 -0.33 -0.15 0.016
N 0.69 -1.34 -0.97 -0.639
H -1.35 -0.38 1.22 0.243
H -1.70 0.64 -0.28 0.233
H 0.30 1.86 2.02 0.220
H -0.27 2.53 0.50 0.222
H 2.40 -0.22 -0.17 0.222
H 1.01 -2.18 -1.60 0.442
```

LUMO level (eV): 0.81
Relative energy (zero: lowest compared OMol25 entry of this formula, charge and spin) (eV): 1.352
2S+1: 1
SMILES: [H]/N=C1\CC(CCl)=CN1

***

Formula: C3H6ClNO3
Source: the OMol25 dataset
Level of theory: ωB97M-V with the def2-TZVPD basis set

Structure (XYZ):
```
14
Properties=species:S:1:pos:R:3:nbo_charge:R:1
C 1.61 -0.08 -0.14 -0.600
C 0.45 0.68 -0.78 -0.508
C -0.92 0.36 -0.30 0.332
N -1.41 -1.00 -0.08 0.454
O -2.60 -1.15 0.01 -0.323
O -0.58 -1.88 -0.02 -0.364
O -0.76 0.48 1.99 -0.824
Cl -2.14 1.48 -0.50 0.200
H 1.55 -1.14 -0.32 0.235
H 2.54 0.30 -0.57 0.215
H 1.62 0.10 0.93 0.236
H 0.59 1.75 -0.63 0.258
H 0.45 0.49 -1.86 0.251
H -0.42 -0.37 2.27 0.436
```

LUMO level (spin up / spin down) (eV): -2.27 / -2.27
Relative energy (zero: lowest compared OMol25 entry of this formula, charge and spin) (eV): 5.821
2S+1: 1

***

Formula: C33H33BiF3N7O9SSe
Source: the OMol25 dataset
Level of theory: ωB97M-V with the def2-TZVPD basis set

Structure (XYZ):
```
88
Properties=species:S:1:pos:R:3:nbo_charge:R:1
Bi 1.26 -0.58 1.22 1.922
O 3.03 -3.03 -1.94 -0.563
C 2.53 -2.15 -1.27 0.651
N 1.52 -2.29 -0.35 -0.864
C 0.98 -3.55 -0.13 0.670
O 0.64 -4.34 -0.98 -0.525
C 0.87 -3.91 1.34 0.134
C 1.11 -5.22 1.73 -0.202
C 1.20 -5.50 3.08 -0.142
C 1.03 -4.47 4.00 -0.241
C 0.75 -3.20 3.52 0.056
N 0.66 -2.93 2.22 -0.494
C 3.06 -0.74 -1.38 0.124
C 4.02 -0.45 -2.33 -0.148
C 4.55 0.83 -2.38 -0.141
C 4.10 1.78 -1.48 -0.225
C 3.13 1.42 -0.56 0.082
N 2.62 0.19 -0.53 -0.564
H 1.23 -5.98 0.97 0.249
H 1.41 -6.50 3.42 0.227
H 1.11 -4.64 5.06 0.230
H 0.58 -2.37 4.19 0.202
H 4.36 -1.25 -2.98 0.251
H 5.31 1.08 -3.10 0.227
H 4.50 2.79 -1.47 0.235
H 2.75 2.13 0.17 0.231
O 1.33 5.53 3.37 -0.678
C 1.94 4.79 4.27 0.783
O 2.53 5.27 5.21 -0.597
C 1.89 3.30 4.12 -0.260
C 2.49 2.47 5.04 0.029
N 2.19 1.21 4.68 -0.300
N 1.45 1.15 3.58 -0.268
C 1.26 2.41 3.21 0.029
C 0.58 2.67 1.90 0.789
O 0.24 3.83 1.61 -0.690
O 0.42 1.68 1.11 -0.837
H 0.84 4.96 2.71 0.515
H 3.09 2.73 5.90 0.248
H 2.53 0.37 5.10 0.421
C 0.75 1.99 -3.08 -0.617
C -0.76 2.09 -3.28 -0.388
C -1.39 3.12 -2.35 -0.410
C -1.56 2.61 -0.92 -0.249
N -2.57 1.55 -0.85 -0.345
C -2.35 0.24 -0.74 0.333
Se -0.74 -0.78 -0.60 -0.230
N -3.54 -0.40 -0.86 -0.370
C -3.76 -1.85 -0.79 -0.208
C -3.39 -2.60 -2.07 -0.414
C -3.94 -1.97 -3.35 -0.398
C -3.47 -2.73 -4.59 -0.600
C -4.54 0.54 -1.06 0.184
C -5.91 0.41 -1.24 -0.236
C -6.64 1.58 -1.38 -0.204
C -6.02 2.83 -1.35 -0.206
C -4.65 2.96 -1.17 -0.210
C -3.93 1.78 -1.04 0.099
H 1.18 1.18 -3.67 0.215
H 0.97 1.78 -2.03 0.208
H 1.24 2.92 -3.35 0.203
H -1.21 1.11 -3.11 0.194
H -0.97 2.36 -4.32 0.206
H -2.37 3.43 -2.74 0.203
H -0.77 4.02 -2.30 0.220
H -1.86 3.41 -0.25 0.228
H -0.63 2.20 -0.53 0.285
H -4.82 -1.98 -0.57 0.207
H -3.18 -2.24 0.04 0.238
H -3.77 -3.62 -1.97 0.215
H -2.30 -2.66 -2.14 0.230
H -3.60 -0.93 -3.42 0.195
H -5.03 -1.95 -3.32 0.193
H -2.38 -2.75 -4.64 0.212
H -3.85 -2.27 -5.50 0.211
H -3.82 -3.77 -4.56 0.204
H -6.40 -0.56 -1.26 0.225
H -7.71 1.52 -1.53 0.224
H -6.62 3.73 -1.45 0.225
H -4.17 3.93 -1.13 0.234
F 4.37 -1.53 4.52 -0.342
C 5.32 -1.50 3.55 0.699
F 5.79 -2.74 3.40 -0.311
F 6.30 -0.71 3.97 -0.309
S 4.55 -0.88 1.99 2.341
O 3.97 0.39 2.38 -0.993
O 5.61 -0.84 1.03 -0.939
O 3.51 -1.90 1.76 -1.020
```

LUMO level (eV): -0.49
Relative energy (zero: lowest compared OMol25 entry of this formula, charge and spin) (eV): 0.191
2S+1: 1

***

| no. | largest force on an atom (eV/A) | calculated total energy (eV) |
| --- | --- | --- |
| 1 | 3.683 | -134851.559 |
| 2 | 0.868 | -55375.755 |
| 3 | 3.878 | -42873.214 |
| 4 | 2.378 | -11316.848 |
| 5 | 0.926 | -19709.275 |
| 6 | 0.655 | -16819.959 |
| 7 | 3.504 | -96480.592 |
| 8 | 4.191 | -14046.317 |
| 9 | 5.596 | -13305.089 |
| 10 | 4.511 | -20799.915 |
| 11 | 3.751 | -23357.005 |
| 12 | 1.497 | -153792.981 |